Here is 2 unconnected molecules or ions with the total composition C3H7OP from the Open Molecules 2025 dataset. Energies are from the ωB97M-V functional and the def2-TZVPD basis.

Atoms and positions in Å:
1 C 2.27992 -0.10914 -0.00173
2 C 1.16713 -0.07704 -0.70338
3 C -0.67322 0.87974 0.50826
4 O -2.06103 -1.46100 -0.03820
5 P -1.91579 0.11358 -0.47687
6 H 3.16305 -0.50127 -0.52690
7 H 2.44673 -0.08893 1.01524
8 H 0.92233 0.00655 -1.65316
9 H -0.38904 0.77072 1.58828
10 H -0.46071 1.76776 0.00134
11 H -2.66962 -1.94002 -0.60524
12 H -3.13939 0.40513 0.19943

Its total charge is 0. Its HOMO-LUMO gap (alpha / beta) is 8.4 / 8.4 eV. The calculation puts the highest occupied orbital energy (alpha / beta) at -8.131 / -8.131 eV. The molecular weight comes out at 90.1 g mol⁻¹.

Atom charges from the Löwdin analysis, given in e for atoms 1 to 2:
1. C -0.062
2. C 0.034